Below is C46H37MnN4O4 as an isolated structure, with properties calculated with ωB97M-V/def2-TZVPD.

As for the charge: 0. The total energy is -93775.4950 eV. The energy above the lowest of the compared OMol25 structures with the same formula, charge and spin is 0.78 kcal per mole. Its spin multiplicity is 5. As for the expectation value of S²: 6.05.

Geometry (Å):
Mn  0.520  -0.379  -0.985
O  1.446  -1.160  0.350
C  1.748  -1.975  1.423
C  0.765  -3.180  1.523
C  -0.660  -2.770  1.757
C  -1.319  -3.016  2.957
C  -2.605  -2.530  3.126
C  -3.188  -1.802  2.103
C  -2.472  -1.620  0.926
C  -2.996  -0.786  -0.204
C  -2.314  0.609  -0.232
O  -0.931  0.501  -0.329
C  -2.661  1.316  1.079
C  -3.914  1.886  1.273
C  -4.252  2.443  2.498
C  -3.337  2.436  3.542
C  -2.084  1.872  3.351
C  -1.747  1.314  2.125
C  -2.790  1.426  -1.443
C  -2.121  2.624  -1.702
C  -2.414  3.374  -2.826
C  -3.396  2.945  -3.714
C  -4.079  1.769  -3.457
C  -3.777  1.012  -2.327
N  -1.249  -2.121  0.753
C  1.725  -1.113  2.699
C  1.912  0.261  2.573
C  1.892  1.089  3.685
C  1.687  0.558  4.952
C  1.513  -0.811  5.092
C  1.534  -1.635  3.975
C  3.156  -2.562  1.200
C  3.739  -2.510  -0.060
C  4.987  -3.078  -0.285
C  5.668  -3.707  0.745
C  5.094  -3.758  2.008
C  3.851  -3.188  2.233
H  0.855  -3.723  0.579
H  1.109  -3.858  2.305
H  -0.828  -3.570  3.745
H  -3.139  -2.701  4.052
H  -4.172  -1.365  2.211
H  -2.805  -1.296  -1.149
H  -4.074  -0.647  -0.102
H  -4.628  1.906  0.456
H  -5.229  2.890  2.636
H  -3.600  2.872  4.498
H  -1.358  1.857  4.156
H  -0.771  0.869  1.978
H  -1.343  2.944  -1.020
H  -1.870  4.291  -3.018
H  -3.626  3.530  -4.596
H  -4.855  1.431  -4.135
H  -4.320  0.091  -2.157
H  2.064  0.679  1.586
H  2.033  2.155  3.560
H  1.666  1.204  5.820
H  1.355  -1.242  6.073
H  1.396  -2.699  4.117
H  3.224  -1.997  -0.858
H  5.430  -3.021  -1.271
H  6.641  -4.147  0.568
H  5.621  -4.236  2.825
H  3.428  -3.218  3.229
O  1.256  4.123  -3.820
C  2.334  4.075  -3.020
C  3.162  5.198  -2.992
C  4.281  5.221  -2.186
C  4.606  4.127  -1.383
C  3.792  3.016  -1.403
C  2.654  2.966  -2.214
C  1.820  1.757  -2.175
O  2.109  0.811  -1.364
N  0.782  1.687  -3.007
N  0.147  0.513  -2.803
C  -0.710  0.058  -3.623
C  -1.210  -1.284  -3.334
C  -2.266  -1.854  -4.027
C  -2.650  -3.145  -3.704
C  -1.964  -3.823  -2.710
C  -0.929  -3.172  -2.056
N  -0.559  -1.932  -2.353
H  0.783  3.261  -3.747
H  2.897  6.040  -3.617
H  4.910  6.102  -2.179
H  5.483  4.151  -0.751
H  4.012  2.152  -0.790
H  -1.017  0.613  -4.504
H  -2.776  -1.285  -4.794
H  -3.474  -3.617  -4.223
H  -2.222  -4.835  -2.434
H  -0.384  -3.654  -1.257

Forces on atoms 1 to 2 (eV/Å):
Mn -0.024 -0.065 0.029
O 0.100 -0.329 -0.537